Molecular formula: C36H43ClIN3OP2SeV
Method: DFT, ωB97M-V/def2-TZVPD

Orbital gap (alpha / beta) ... 6.06 / 5.43 eV
E_tot ... -174785.196 eV
2S+1 ... 2

Each line ends with the Mulliken spin population.
CARTESIAN COORDINATES (ANGSTROEM)
V 0.16037 0.06667 0.66536  1.03
C -1.67529 -2.90163 -0.67860  0.00
P -1.71904 -1.37826 0.32235  -0.01
C -3.05772 -0.42001 -0.52858  0.02
N -3.99494 -1.07027 -1.16635  0.00
C -5.04172 -0.36072 -1.65999  0.00
C -6.07275 -1.02819 -2.37259  0.00
C -7.14744 -0.32458 -2.81721  0.00
C -7.25196 1.07435 -2.57358  0.00
C -6.27563 1.73485 -1.89666  0.00
C -5.13834 1.02166 -1.43130  0.00
N -4.13917 1.68945 -0.80123  0.00
C -3.09333 1.01603 -0.40435  -0.05
P -1.61788 1.95275 0.28519  0.05
C -2.43754 2.93738 1.57904  0.00
C -1.29162 3.23462 -1.06650  -0.05
C -0.52329 2.51475 -2.18161  0.03
C -2.52199 3.90752 -1.68304  0.00
C -0.44036 4.35084 -0.43958  0.00
C -2.56922 -1.93889 1.90548  0.01
C -2.58230 -0.76258 2.88817  0.00
C -1.72203 -3.07839 2.48620  0.00
C -4.00129 -2.41474 1.68025  0.00
H -2.65071 -3.37765 -0.74305  0.00
H -0.94728 -3.58457 -0.24282  0.00
H -1.34747 -2.64596 -1.68615  0.00
H -5.97604 -2.09422 -2.53805  0.00
H -7.93679 -0.83085 -3.35870  0.00
H -8.11736 1.61413 -2.93563  0.00
H -6.32664 2.80046 -1.70879  0.00
H -3.36601 3.34236 1.17907  0.00
H -1.77202 3.74638 1.87684  0.00
H -2.64949 2.32894 2.45554  0.00
H -1.12522 1.71386 -2.62549  0.00
H 0.41208 2.09326 -1.81120  0.01
H -0.28079 3.22829 -2.97556  0.00
H -3.13162 3.22722 -2.27266  0.00
H -2.15702 4.70230 -2.34543  0.00
H -3.16335 4.37335 -0.92982  0.00
H 0.33924 3.99356 0.22495  0.00
H -1.07359 5.05632 0.10636  0.00
H 0.05283 4.90551 -1.24507  0.00
H -1.58279 -0.37121 3.07527  0.00
H -2.99098 -1.09674 3.84727  0.00
H -3.21700 0.04900 2.52328  0.00
H -0.67397 -2.79302 2.58907  0.00
H -1.78637 -3.97910 1.87174  0.00
H -2.09954 -3.32847 3.48296  0.00
H -4.65154 -1.61617 1.32024  0.00
H -4.40647 -2.77134 2.63452  0.00
H -4.05607 -3.24102 0.96739  0.00
Cl 5.72063 -3.76844 0.01852  0.00
C 4.25660 -3.03194 0.61498  0.01
C 3.96141 -3.10653 1.94093  -0.01
C 2.79890 -2.50366 2.46589  0.02
I 2.31033 -2.74585 4.46854  0.00
C 1.96031 -1.77054 1.66204  -0.02
O 0.87865 -1.12147 2.05864  0.02
C 2.26322 -1.74605 0.26146  0.02
N 1.32088 -1.08293 -0.50579  -0.11
C 1.45475 -1.12573 -1.81605  0.02
C 2.55865 -1.73881 -2.44435  0.01
C 3.52337 -2.34067 -1.69784  0.00
C 3.38006 -2.38271 -0.28984  0.00
H 4.63712 -3.63252 2.60229  0.00
H 0.68732 -0.62861 -2.39560  0.00
H 2.62868 -1.71341 -3.52477  0.00
H 4.38606 -2.80023 -2.16374  0.00
C 7.48615 -0.67121 -0.09243  0.00
C 6.13302 -0.03869 0.13928  0.00
C 5.40813 0.52523 -0.89973  0.00
C 4.15072 1.09613 -0.69853  0.01
C 3.45270 1.73927 -1.86959  -0.01
C 3.59100 1.08596 0.58596  0.00
Se 1.81944 1.80906 0.86401  -0.03
C 4.32429 0.55835 1.65913  0.00
C 3.81541 0.61286 3.07689  0.00
C 5.57840 0.00337 1.41143  0.00
H 7.81257 -0.53696 -1.12522  0.00
H 7.45983 -1.74549 0.11352  0.00
H 8.24240 -0.22953 0.56202  0.00
H 5.82911 0.52158 -1.90182  0.00
H 4.03268 1.59873 -2.78392  0.00
H 3.32541 2.81132 -1.69846  0.00
H 2.45634 1.33067 -2.02331  0.00
H 2.76886 0.32394 3.14648  0.00
H 3.88313 1.63431 3.46143  0.00
H 4.40530 -0.03837 3.72381  0.00
H 6.13470 -0.41769 2.24675  0.00

Forces on atoms 1 to 3 (eV/Å):
V -0.37 0.67 1.21
C 0.00 0.06 -0.05
P -0.53 0.06 -0.17



Molecular formula: C36H43IN7NiOPS2
Method: DFT, ωB97M-V/def2-TZVPD

Net charge ... +2
Orbital gap (alpha / beta) ... 7.53 / 7.38 eV
E_tot ... -130599.905 eV
2S+1 ... 3

Each line ends with the Mulliken spin population.
CARTESIAN COORDINATES (ANGSTROEM)
Ni -0.15788 1.45633 -0.87973  1.63
C 2.52777 -0.49191 -3.36466  0.00
C 2.00786 0.94499 -3.31243  0.00
C 0.47921 1.01242 -3.27682  0.01
C 2.53910 1.75641 -2.11796  0.02
C 4.01329 1.57030 -1.75682  0.00
O 3.99619 1.32584 -0.32046  0.00
C 2.73240 1.25988 0.08579  0.02
N 1.85022 1.43318 -0.83194  0.04
C 2.55437 1.05985 1.54847  -0.01
C 3.74082 0.92536 2.27727  0.00
C 3.73141 0.81440 3.65526  0.00
C 2.52425 0.83326 4.33181  0.00
C 1.33939 0.94804 3.62066  -0.01
C 1.31930 1.06560 2.23323  0.01
P -0.33243 1.24200 1.43998  0.04
C -1.40777 0.07207 2.34745  0.02
C -1.55511 -1.23158 1.87076  0.01
C -2.34779 -2.14572 2.55572  0.00
C -2.99680 -1.77073 3.72672  0.00
C -2.85155 -0.47560 4.20650  0.00
C -2.06805 0.44275 3.52149  0.00
C -0.92308 2.87429 2.02024  0.02
C -2.28273 3.18161 1.91599  0.00
C -2.75879 4.40670 2.36375  0.00
C -1.88330 5.34172 2.90679  0.00
C -0.53024 5.05352 2.98983  0.00
C -0.05026 3.82403 2.54900  0.01
H 1.97791 -1.05682 -4.12044  0.00
H 2.39411 -1.00299 -2.41031  0.00
H 3.58348 -0.52754 -3.64163  0.00
H 2.34108 1.46167 -4.21475  0.00
H 0.11991 0.44043 -2.41216  0.03
H 0.00540 0.53752 -4.13234  0.01
H 0.14377 2.05217 -3.24992  0.00
H 2.32634 2.80856 -2.32755  0.00
H 4.61910 2.44921 -1.94135  0.00
H 4.47167 0.71140 -2.23113  0.00
H 4.68207 0.91343 1.74908  0.00
H 4.66603 0.72151 4.19544  0.00
H 2.49855 0.75985 5.41252  0.00
H 0.40738 0.94776 4.16914  0.00
H -1.02664 -1.53634 0.97197  0.00
H -2.45245 -3.16026 2.18017  0.00
H -3.60516 -2.48664 4.26695  0.00
H -3.35173 -0.17433 5.11914  0.00
H -1.98240 1.44999 3.90779  0.00
H -2.97180 2.45826 1.49410  0.00
H -3.81820 4.62654 2.30155  0.00
H -2.25922 6.29266 3.26921  0.00
H 0.15747 5.78253 3.40432  0.00
H 1.01111 3.60833 2.62632  0.00
I 1.04785 7.40137 -0.02172  0.00
C 0.09845 5.66302 -0.56692  0.00
C -1.22961 5.48750 -0.88241  0.00
N -1.40137 4.18054 -1.13539  0.00
N -0.25820 3.49283 -1.00133  0.04
C 0.66197 4.38979 -0.65660  0.00
H -2.04148 6.19665 -0.94365  0.00
H -2.24877 3.70503 -1.40461  0.00
H 1.68447 4.09778 -0.46817  0.00
S -2.50124 1.16955 -1.16185  0.05
C -2.85737 -0.39161 -1.79388  0.02
N -3.31654 -1.32352 -0.93227  0.01
C -3.75137 -2.53373 -1.32139  0.00
C -3.72199 -2.85273 -2.64289  0.01
C -3.16999 -1.89481 -3.49318  0.00
N -2.74065 -0.70417 -3.08512  0.01
H -3.29138 -1.08594 0.05340  0.00
H -4.10513 -3.20012 -0.54612  0.00
H -4.08951 -3.80200 -3.00382  0.00
H -3.06588 -2.10190 -4.55487  0.00
C 0.33458 -5.66597 0.40732  0.00
N 0.74139 -4.29270 0.08741  0.00
C 1.31357 -3.59267 1.23473  0.00
C 0.44497 -3.66616 -1.08116  0.00
S 0.11949 -1.97908 -1.11402  0.01
N 0.41389 -4.42171 -2.20333  0.00
C 1.25376 -5.61649 -2.38861  0.00
C -0.13803 -3.93837 -3.46386  0.00
H -0.15896 -5.65026 1.38167  0.00
H 1.18110 -6.34967 0.47631  0.00
H -0.37545 -6.04054 -0.32037  0.00
H 2.12758 -4.19720 1.63957  0.00
H 0.56570 -3.44728 2.01969  0.00
H 1.70090 -2.62752 0.93280  0.00
H 2.04006 -5.65698 -1.64363  0.00
H 1.72795 -5.54359 -3.36702  0.00
H 0.67624 -6.54014 -2.36316  0.00
H -0.84728 -3.14240 -3.28504  0.00
H -0.62896 -4.77149 -3.97013  0.00
H 0.65760 -3.55923 -4.10838  0.00

Forces on atoms 1 to 3 (eV/Å):
Ni -0.04 0.00 0.59
C 0.01 0.06 -0.04
C -0.04 -0.14 0.17



Molecular formula: C36H43KN9S5
Method: DFT, ωB97M-V/def2-TZVPD

Net charge ... -1
Orbital gap ... 6.36 eV
E_tot ... -121949.845 eV

Each line ends with the Mulliken charge.
CARTESIAN COORDINATES (ANGSTROEM)
K -0.95176 -0.06213 -0.07744  1.05
S -2.33948 0.73427 -2.67097  -0.59
C -1.17783 0.99699 -3.91936  0.25
C -1.60275 0.92753 -5.26385  -0.53
C -0.75518 1.17313 -6.32045  -0.52
C 0.57247 1.52353 -6.08872  -0.87
C 1.02399 1.58868 -4.78462  -0.19
C 0.18122 1.31506 -3.71112  -0.27
S 0.94278 1.32114 -2.09730  0.00
C 1.71415 -0.33579 -2.21720  -0.62
C 2.37925 -0.77493 -0.95488  0.24
C 3.70197 -1.20774 -0.97126  -1.03
C 4.23611 -1.76794 0.17591  -0.63
C 3.44561 -1.86916 1.30624  -0.93
C 2.14598 -1.37144 1.25190  0.06
C 1.23914 -1.49692 2.43069  0.66
S 0.11090 -2.95080 2.26476  -0.20
C 1.08681 -4.04713 1.24934  0.08
C 1.98364 -4.88760 1.89994  -0.55
C 2.78992 -5.76172 1.19538  -0.58
C 2.69244 -5.78542 -0.19346  -0.56
C 1.79851 -4.96710 -0.84497  -0.72
C 0.94463 -4.07946 -0.15563  0.52
S -0.16306 -3.13533 -1.07046  -0.41
N 1.63870 -0.82914 0.15016  1.02
H -2.63939 0.66881 -5.43459  0.44
H -1.12318 1.08825 -7.33619  0.36
H 1.24261 1.74202 -6.91013  0.39
H 2.05372 1.85673 -4.57806  0.48
H 2.42673 -0.31417 -3.04224  0.56
H 0.91675 -1.04880 -2.44759  0.12
H 4.29162 -1.13022 -1.87418  0.43
H 5.25491 -2.13424 0.18443  0.41
H 3.81573 -2.33807 2.20761  0.39
H 0.58321 -0.63268 2.51912  -0.83
H 1.81034 -1.62377 3.34981  0.60
H 2.04553 -4.83533 2.98023  0.42
H 3.47505 -6.41916 1.71530  0.37
H 3.32099 -6.45597 -0.76776  0.35
H 1.72015 -4.98897 -1.92387  0.43
N -2.89805 -2.64681 0.30974  -0.09
C -3.24154 -1.91118 1.35648  0.35
N -4.47911 -2.06296 1.86046  -0.78
C -4.75278 -1.31985 2.91896  0.37
N -5.99873 -1.42419 3.45438  -0.42
N -3.90111 -0.48530 3.53429  -0.69
C -2.73514 -0.35911 2.90894  -0.17
N -2.35357 -1.00655 1.82650  0.09
C -1.80452 0.64494 3.48120  0.63
C -1.68076 0.77868 4.86038  -0.87
C -0.82849 1.75092 5.35410  -0.56
C -0.15803 2.56915 4.45743  -0.79
C -0.35571 2.36355 3.09902  -0.32
N -1.14699 1.41456 2.61823  0.39
H -3.54732 -3.35412 0.01227  0.21
H -1.91018 -2.74505 0.00047  -0.16
H -6.70202 -1.83349 2.86473  0.25
H -6.26947 -0.69699 4.09243  0.25
H -2.24758 0.12871 5.51034  0.51
H -0.70151 1.87847 6.42141  0.41
H 0.50082 3.35228 4.80400  0.43
H 0.13108 2.99270 2.36222  0.43
C -6.49173 3.68759 -1.65250  -1.15
C -5.62950 4.76244 -0.99574  -0.27
C -4.83040 4.24787 0.20137  -0.73
C -3.85783 3.11810 -0.15620  -0.70
N -3.02105 3.45179 -1.28891  -0.16
C -1.85754 4.12280 -1.19146  0.54
S -1.32955 4.83381 0.22428  -0.42
N -1.17540 4.21699 -2.36091  0.21
C 0.17357 4.74125 -2.46903  -0.87
C 0.23836 6.26687 -2.59441  -0.67
C -0.22440 6.84228 -3.93492  -0.50
C -1.72786 6.74655 -4.18362  -1.02
H -7.14412 4.12753 -2.40711  0.38
H -7.11716 3.18902 -0.91013  0.27
H -5.87108 2.93712 -2.14043  0.24
H -6.26638 5.58768 -0.66474  0.39
H -4.93395 5.16393 -1.73507  0.12
H -5.51343 3.87819 0.97267  0.43
H -4.25703 5.07031 0.63167  0.27
H -4.41704 2.21850 -0.42106  0.56
H -3.23608 2.89018 0.71597  0.07
H -3.05890 2.77211 -2.05212  -0.04
H -1.44744 3.53853 -3.06107  0.09
H 0.63184 4.27747 -3.34466  0.38
H 0.74360 4.44364 -1.58392  0.33
H 1.28276 6.55491 -2.44177  0.41
H -0.34808 6.69402 -1.78006  0.30
H 0.30642 6.34245 -4.75170  0.26
H 0.06561 7.89725 -3.96455  0.35
H -2.05173 5.71124 -4.25566  0.18
H -1.99083 7.25107 -5.11500  0.39
H -2.28501 7.21593 -3.37233  0.26

Forces on atoms 1 to 3 (eV/Å):
K 0.15 0.21 -0.31
S -0.37 -0.28 0.12
C 0.15 0.15 -0.25